## one
C4H5N3S | ωB97M-V/def2-TZVPD

Last column: Mulliken charge in e.
Geometry (Å):
C -0.3251 -0.4271 -2.9225  -1.07
C -0.1545 -0.5052 -1.3987  0.56
C 0.3892 0.4331 -0.6164  -0.22
C 0.3059 0.4651 0.8478  0.15
S 1.2008 1.6245 1.7017  -0.26
N -0.8054 -0.3960 1.4687  -0.22
N -1.1911 -1.3552 0.5908  -0.34
N -0.6640 -1.6592 -0.7006  0.03
H -0.1197 0.6048 -3.3794  0.31
H -1.5232 -0.6466 -3.2663  0.27
H 0.3306 -1.2173 -3.4648  0.28
H 0.8579 1.4972 -1.0169  0.17
H -1.4279 -2.1542 -1.0722  0.35

Values from the calculation:
**E_HOMO**: -8.6652 eV
**M**: 127.2 g/mol
**Frontier orbital gap**: 7.6 eV
**2S+1**: 1
**SMILES**: Cc1cc(=S)nn[nH]1


## two
C4H5N3S | ωB97M-V/def2-TZVPD

Last column: Mulliken charge in e.
Geometry (Å):
N 2.5316 -0.1681 -2.2514  -0.40
C 1.5878 -0.4446 -1.6519  -0.01
C 0.4167 -0.8032 -0.8358  0.52
C 0.5422 -0.3220 0.6439  -0.71
N -0.8253 0.1226 0.8834  -0.11
S -1.2598 1.0436 2.2325  -0.16
C -1.4338 0.2589 -0.3629  0.03
N -0.8198 -0.1994 -1.3684  -0.57
H 0.2937 -1.8956 -0.8687  0.25
H 1.2459 0.5335 0.7559  0.35
H 0.8253 -1.0884 1.3244  0.32
H -0.6724 2.2208 1.8970  0.13
H -2.4321 0.7419 -0.3978  0.37

Values from the calculation:
**E_HOMO**: -9.7273 eV
**M**: 127.2 g/mol
**Frontier orbital gap**: 10.2 eV
**2S+1**: 1
**SMILES**: N#C[C@H]1CN(S)C=N1


Going by the computed energies, the most stable comes first: two, one.


## one
CH3O3 | ωB97M-V/def2-TZVPD

Last column: Mulliken charge in e.
Geometry (Å):
O -3.1576 -0.3623 1.2324  -0.66
H -3.0445 -1.3011 0.9601  0.32
H -2.2627 -0.0807 1.5295  0.34
O 2.7741 -0.1893 -1.8079  -0.67
O 0.9412 0.8731 -1.0575  -0.66
C 2.1088 0.3962 -0.9008  0.08
H 2.6406 0.6643 0.0442  0.25

Values from the calculation:
**E_HOMO**: -3.7445 eV
**M**: 63.0 g/mol
**Charge**: -1
**Frontier orbital gap**: 7.4 eV
**2S+1**: 1


## two
CH3O3 | ωB97M-V/def2-TZVPD

Last column: Mulliken charge in e.
Geometry (Å):
O 0.4330 -2.0741 0.2055  -0.65
H -0.0630 -1.2424 0.2913  0.39
O 1.1146 1.5075 -0.5575  -0.61
C -0.0405 1.4816 -0.0961  0.00
O -0.8940 0.5791 0.0485  -0.68
H -0.4162 2.5001 0.2707  0.28
H -0.1340 -2.7518 -0.1625  0.27

Values from the calculation:
**E_HOMO**: -3.9694 eV
**M**: 63.0 g/mol
**Charge**: -1
**Frontier orbital gap**: 8.4 eV
**2S+1**: 1


Going by the computed energies, the most stable comes first: two, one.


## one
C5H15NS | ωB97M-V/def2-TZVPD

Last column: Mulliken charge in e.
Geometry (Å):
C 2.9031 -0.9628 -0.1706  -1.24
C 2.4961 0.4409 0.2661  -0.35
N 1.1475 0.7678 -0.2006  -0.29
C 0.5592 1.8980 0.4999  -0.86
H 3.9525 -1.0867 0.0743  0.36
H 2.7699 -0.9287 -1.2313  0.33
H 2.2448 -1.7022 0.3486  0.32
H 3.2021 1.1528 -0.1313  0.40
H 2.5658 0.4646 1.3921  0.29
H 0.5670 -0.0823 -0.1407  0.13
H -0.2763 2.3135 -0.0239  0.26
H 0.3471 1.6299 1.5594  0.31
H 1.3069 2.6800 0.6469  0.35
C -2.3545 -1.4636 -1.1294  -1.07
C -2.7106 -0.6768 0.1508  -0.38
S -3.0087 1.0560 -0.1904  -0.28
H -1.3785 -1.1652 -1.3907  0.33
H -3.1321 -1.3218 -1.9556  0.31
H -2.4795 -2.5986 -0.9089  0.27
H -3.6157 -1.0366 0.5722  0.41
H -1.8878 -0.8036 0.8873  0.30
H -3.2184 1.4254 1.0759  0.13

Values from the calculation:
**E_HOMO**: -8.6323 eV
**M**: 121.2 g/mol
**Frontier orbital gap**: 9.5 eV
**2S+1**: 1
**SMILES**: CCNC.CCS


## two
C5H15NS | ωB97M-V/def2-TZVPD

Last column: Mulliken charge in e.
Geometry (Å):
C -0.9381 2.1663 -2.7841  -1.10
C -1.8171 1.3208 -1.8725  -0.44
C -1.0504 0.7414 -0.6891  -0.54
S -0.0123 -0.6706 -1.1934  -0.28
H -0.5795 3.0491 -2.2524  0.30
H -1.4849 2.5097 -3.6546  0.35
H -0.0620 1.6119 -3.1250  0.30
H -2.6443 1.9197 -1.4901  0.29
H -2.2557 0.4975 -2.4402  0.30
H -1.7300 0.4168 0.0929  0.32
H -0.4098 1.5131 -0.2554  0.30
H 0.5155 -0.8034 0.1334  0.19
C 0.1874 -1.9944 2.1715  -0.97
N 0.9359 -0.8137 1.7390  -0.36
C 2.3746 -1.0794 1.6343  -0.92
H -0.8635 -1.7410 2.2847  0.32
H 0.2712 -2.7465 1.3897  0.36
H 0.5578 -2.4001 3.1166  0.37
H 0.7965 -0.0660 2.4095  0.24
H 2.7714 -1.5673 2.5291  0.35
H 2.8913 -0.1340 1.4772  0.32
H 2.5460 -1.7301 0.7787  0.32

Values from the calculation:
**E_HOMO**: -8.0770 eV
**M**: 121.2 g/mol
**Frontier orbital gap**: 9.0 eV
**2S+1**: 1
**SMILES**: CCCS.CNC


Going by the computed energies, the most stable comes first: two, one.


## one
C6H6ClN | ωB97M-V/def2-TZVPD

Last column: Mulliken charge in e.
Geometry (Å):
C 3.2245 -0.1026 0.0449  -1.17
C 1.7549 0.0259 0.0407  0.70
C 1.0335 1.2298 -0.0430  -0.35
C -0.3354 1.2596 -0.0156  -0.33
C -0.9412 -0.0117 0.0415  0.31
Cl -2.6749 -0.0887 0.0085  -0.19
N -0.3129 -1.1406 -0.0264  -0.54
C 1.0332 -1.1383 -0.0428  -0.40
H 3.5357 -1.1812 -0.1062  0.29
H 3.6895 0.4469 -0.8074  0.30
H 3.6504 0.3612 0.9379  0.29
H 1.5524 2.1690 -0.1377  0.40
H -0.8723 2.2255 0.0376  0.35
H 1.4912 -2.1048 -0.0383  0.34

Values from the calculation:
**E_HOMO**: -9.2943 eV
**M**: 127.6 g/mol
**Frontier orbital gap**: 10.1 eV
**2S+1**: 1
**SMILES**: Cc1ccc(Cl)nc1


## two
C6H6ClN | ωB97M-V/def2-TZVPD

Last column: Mulliken charge in e.
Geometry (Å):
N -1.9582 -1.0009 -2.8265  -0.45
C -1.4206 -0.6947 -1.8691  0.08
C -0.5472 -0.3634 -0.8221  -0.01
C 0.6804 0.1668 -0.9606  -0.15
C 1.2750 0.5755 0.3187  -0.69
C 0.4457 -0.1631 1.2946  -0.57
C -0.9951 -0.1604 0.6091  -0.03
Cl -1.8049 1.4840 0.7814  -0.21
H 1.3481 0.2004 -1.8306  0.42
H 2.3994 0.3285 0.3232  0.32
H 1.1852 1.5720 0.2218  0.33
H 0.7427 -1.2354 1.3989  0.27
H 0.4483 0.1556 2.3759  0.29
H -1.7988 -0.8650 0.9853  0.39

Values from the calculation:
**E_HOMO**: -10.0268 eV
**M**: 127.6 g/mol
**Frontier orbital gap**: 10.3 eV
**2S+1**: 1
**SMILES**: N#CC1=CCC[C@H]1Cl


Going by the computed energies, the most stable comes first: one, two.


## one
C4H5BrO | ωB97M-V/def2-TZVPD

Last column: Mulliken charge in e.
Geometry (Å):
C 1.0160 0.3433 0.3039  0.33
C 0.1535 -0.4650 0.3957  -0.43
C 2.3532 1.0078 0.2021  -0.99
C -2.0895 -1.1119 0.0560  -0.03
O -2.0598 -1.3900 -1.2847  -0.34
Br -2.7552 0.5797 0.6290  -0.03
H 2.0657 2.1110 0.1162  0.24
H 2.9414 0.9326 1.1381  0.26
H 2.9960 0.5894 -0.5217  0.28
H -2.2934 -1.9751 0.7094  0.36
H -2.3278 -0.6218 -1.7439  0.35

Values from the calculation:
**E_HOMO (spin up / spin down)**: -8.9470 / -8.9477 eV
**M**: 149.0 g/mol
**Frontier orbital gap (spin up / spin down)**: 8.5 / 8.5 eV
**2S+1**: 1


## two
C4H5BrO | ωB97M-V/def2-TZVPD

Last column: Mulliken charge in e.
Geometry (Å):
C 0.2208 1.0694 0.2577  -0.30
C 0.7833 1.5164 -0.6487  0.05
C -0.6185 0.5495 1.3656  -1.11
C 0.9358 -1.3721 -1.2904  -0.06
O -0.0615 -1.2129 -2.0524  -0.16
Br 0.5948 -2.2350 0.4062  -0.16
H -0.6492 1.4281 1.9469  0.29
H -1.6387 0.1925 0.9697  0.27
H -0.2170 -0.3175 1.7849  0.34
H 1.5721 1.8448 -0.9613  0.51
H -0.9220 -1.4633 -1.7782  0.33

Values from the calculation:
**E_HOMO**: -9.0378 eV
**M**: 149.0 g/mol
**Frontier orbital gap**: 9.6 eV
**2S+1**: 1


Going by the computed energies, the most stable comes first: one, two.


## one
Cl2S2 | ωB97M-V/def2-TZVPD

Last column: Mulliken charge in e.
Geometry (Å):
S -1.1614 -0.6583 0.4435  0.07
S 1.3917 0.5673 0.9294  0.02
Cl -2.5511 0.2640 -0.6963  -0.06
Cl 2.3208 -0.1730 -0.6767  -0.03

Values from the calculation:
**E_HOMO (spin up / spin down)**: -9.6992 / -9.6997 eV
**M**: 135.0 g/mol
**Frontier orbital gap (spin up / spin down)**: 6.5 / 6.5 eV
**2S+1**: 1


## two
Cl2S2 | ωB97M-V/def2-TZVPD

Last column: Mulliken charge in e.
Geometry (Å):
Cl 0.3605 2.0696 -0.9899  -0.11
S 1.1374 0.4700 0.0118  0.14
S -0.1045 -1.0188 -0.2813  0.13
Cl -1.5033 -1.4193 1.2972  -0.16

Values from the calculation:
**E_HOMO**: -10.0457 eV
**M**: 135.0 g/mol
**Frontier orbital gap**: 8.9 eV
**2S+1**: 1
**SMILES**: ClSSCl


Going by the computed energies, the most stable comes first: two, one.